Record 1
Entry from the Open Molecules 2025 dataset: a molecular structure, C17H17BN8O6Zr in a non-equilibrium geometry (ωB97M-V/def2-TZVPD).

Geometry as XYZ:
```
50
Properties=species:S:1:pos:R:3:forces:R:3
H 0.8235 -2.2220 -3.1261 0.017 0.104 -0.330
N 0.6380 -0.1147 -2.9495 0.080 0.214 0.039
B 0.8464 2.4713 -3.3077 0.356 0.193 0.126
N 0.8961 0.9676 -3.8010 -0.417 -0.497 0.261
C 1.2901 0.4801 -4.9841 -0.323 -0.052 0.930
Zr -0.0112 0.3919 -0.9915 1.039 1.598 0.383
H 1.5183 1.1626 -5.7885 0.055 -0.103 -0.043
C 1.3193 -0.9151 -4.9176 -0.101 -0.599 0.526
H 1.5934 -1.5967 -5.7007 0.065 -0.018 -0.109
C 0.9240 -1.2650 -3.6293 0.058 1.047 -0.801
H 1.0871 3.2149 -4.2227 -0.113 -0.287 0.254
C 1.4907 1.0823 3.0434 -0.645 0.206 -0.741
H 0.5063 0.7749 3.4085 0.223 0.115 0.122
H 1.6115 0.6436 2.0386 0.143 -0.093 0.190
H 1.5253 2.1699 2.9336 -0.004 -0.157 0.198
N 1.9152 2.6208 -2.1820 -0.239 -0.349 0.131
N -0.5490 2.8297 -2.6781 -0.369 -0.518 0.291
N 1.8272 1.8667 -1.0190 -0.608 -0.419 -0.133
N -1.0984 2.0750 -1.6319 0.290 0.083 -0.451
C 3.0181 3.3893 -2.1449 -0.413 -0.522 0.369
C -1.3621 3.8618 -2.9249 0.083 -0.716 0.522
H 3.2491 4.0460 -2.9788 -0.011 -0.153 0.262
H -1.1088 4.5668 -3.7050 -0.092 -0.022 0.083
C 3.6785 3.1514 -0.9414 -0.193 -0.144 0.049
C -2.4568 3.8106 -2.0478 0.283 -0.890 0.584
C 2.9047 2.2020 -0.2673 0.294 0.463 -0.535
C -2.2615 2.6794 -1.2473 0.269 0.953 -1.058
H 4.6002 3.6200 -0.6203 -0.221 -0.171 0.048
H -3.2741 4.5002 -1.9931 -0.161 0.133 -0.008
H 3.0934 1.7651 0.7045 -0.153 -0.009 -0.145
H -2.8446 2.2524 -0.4436 -0.111 0.085 -0.028
H 2.2741 0.7326 3.6945 0.204 -0.120 0.149
O -2.8687 -0.2390 1.1879 2.197 -0.601 -0.667
C -1.8707 -0.9446 1.1844 -3.040 -0.654 2.113
O -0.7969 -0.7382 0.4140 1.368 1.200 -2.122
C -1.7359 -2.1431 2.0892 0.345 -0.590 0.149
C -0.7420 -3.1132 1.8814 0.216 -0.384 0.584
C -0.5675 -4.1591 2.8152 -1.333 1.492 -0.068
C -1.3907 -4.2715 3.9424 -0.045 0.268 -0.209
C -2.4078 -3.3267 4.1190 1.009 0.670 -1.972
C -2.5992 -2.2788 3.1853 0.054 -0.452 0.589
N -3.2360 -3.3924 5.2925 -2.181 -0.400 3.180
O -3.0139 -4.2998 6.1241 -0.104 1.755 -2.040
O -4.1384 -2.5425 5.4419 1.912 -1.418 -0.776
N 0.5112 -5.0954 2.6310 2.504 -2.597 -0.159
O 1.2443 -4.9616 1.6275 -1.477 0.131 1.592
O 0.6790 -6.0003 3.4765 -0.731 2.214 -1.678
H -0.0828 -3.0769 1.0169 -0.085 -0.039 0.313
H -1.2434 -5.0669 4.6670 0.000 0.133 -0.112
H -3.4049 -1.5656 3.3245 0.106 -0.087 0.148
```
Positions in Å, forces in eV/Å.

The HOMO energy comes out at -15.2 eV. The value obtained for the frontier orbital gap is 6.4 eV. The total charge is +2. Its spin multiplicity is 1.

Record 2
Entry from the Open Molecules 2025 dataset: C28H32N4O7 in the gas phase in a non-equilibrium geometry (ωB97M-V/def2-TZVPD).

Geometry as XYZ:
```
71
Properties=species:S:1:pos:R:3:forces:R:3
C 0.3302 -2.2460 3.6786 -0.062 0.130 0.222
O 0.5457 -2.9159 2.4580 0.023 -0.145 -0.496
C 0.2047 -2.2868 1.2949 -0.069 0.100 -0.034
C -0.4173 -1.0498 1.2572 -0.103 -0.167 0.081
C -0.7535 -0.4611 0.0447 -0.100 -0.434 -0.169
C -1.3858 0.9095 0.0529 -0.041 0.180 0.196
C -2.0977 1.2379 -1.2731 -0.019 -0.217 0.578
O -1.7513 2.1481 -1.9970 0.087 0.282 -0.240
N -3.1368 0.4175 -1.5028 -0.341 -0.210 -0.007
C -3.9844 0.4285 -2.6979 -0.068 0.143 -0.273
C -5.0116 -0.6893 -2.5304 0.201 0.189 0.025
C -4.6834 1.7855 -2.8036 0.121 -0.123 0.011
C -3.1213 0.1741 -3.9366 -0.071 0.071 0.162
N -0.4141 1.9471 0.3746 -0.249 -0.182 -0.103
C 0.7971 1.9777 -0.4152 0.436 0.097 -0.284
C 1.8035 0.9471 0.0390 0.248 0.032 -0.099
C 2.4567 0.1501 -0.8868 -0.044 0.261 0.129
C 3.3681 -0.8306 -0.5034 0.279 -0.202 0.311
C 3.5892 -0.9836 0.8421 -0.301 0.434 0.242
C 2.9460 -0.1764 1.7789 0.164 -0.172 -0.584
C 2.0583 0.7988 1.4051 0.373 -0.225 0.197
O 3.3332 -0.5492 3.0424 -0.302 0.339 -0.041
C 4.2409 -1.6145 2.8699 0.579 -0.606 0.898
O 4.3951 -1.8857 1.4936 -0.038 0.051 -0.478
C -0.7671 2.8358 1.3245 -0.205 -0.093 0.016
O -1.8108 2.7417 1.9579 -0.073 0.229 0.098
C 0.1270 4.0032 1.6088 0.188 0.574 0.273
C -0.4725 5.2378 1.8774 -0.072 -0.337 -0.084
N 0.2387 6.2981 2.2125 -0.084 0.312 0.042
C 1.5529 6.1471 2.2930 0.117 -0.157 -0.036
C 2.1567 4.9264 2.0250 0.034 0.191 0.107
N 1.4464 3.8620 1.6877 -0.240 -0.203 -0.041
C -0.4603 -1.1216 -1.1285 -0.051 -0.118 0.214
C 0.1663 -2.3687 -1.1200 -0.058 0.097 0.238
O 0.3707 -2.8791 -2.3643 -0.203 0.131 0.184
C 1.2783 -3.9371 -2.5854 0.198 -0.367 -0.194
C 0.4997 -2.9737 0.0984 0.163 -0.138 -0.153
O 1.0298 -4.2428 0.0816 -0.589 0.321 0.056
C 2.1454 -4.5346 0.9023 0.308 -0.187 0.157
H -0.7318 -2.0423 3.8441 0.028 -0.001 -0.015
H 0.6863 -2.9282 4.4497 -0.036 0.079 -0.013
H 0.8978 -1.3123 3.7313 -0.027 -0.025 -0.024
H -0.6482 -0.5234 2.1682 0.012 0.058 0.171
H -2.1370 0.9663 0.8531 0.165 -0.086 -0.250
H -3.2941 -0.3319 -0.8479 0.095 0.025 0.037
H -5.6718 -0.7194 -3.3927 -0.054 -0.002 -0.082
H -5.6164 -0.5226 -1.6415 -0.096 0.008 0.106
H -4.5157 -1.6542 -2.4440 0.042 -0.140 0.003
H -3.9416 2.5743 -2.8859 0.005 0.085 -0.028
H -5.3246 1.8102 -3.6803 -0.105 -0.006 -0.121
H -5.2887 1.9680 -1.9188 -0.094 0.013 0.088
H -2.3756 0.9584 -4.0309 0.069 0.038 -0.058
H -3.7400 0.1710 -4.8296 -0.087 -0.017 -0.129
H -2.6167 -0.7867 -3.8565 0.044 -0.122 -0.012
H 1.2439 2.9708 -0.3409 -0.157 -0.189 -0.189
H 0.5245 1.8019 -1.4581 0.051 0.066 0.092
H 2.2497 0.2817 -1.9374 -0.098 0.005 -0.151
H 3.8724 -1.4485 -1.2275 0.063 -0.108 -0.114
H 1.5742 1.4275 2.1319 -0.076 0.015 0.121
H 5.2169 -1.3420 3.3027 -0.218 -0.001 -0.145
H 3.8561 -2.5129 3.3794 0.011 0.190 -0.150
H -1.5445 5.3584 1.8196 -0.080 -0.095 -0.010
H 2.1210 7.0207 2.5805 0.147 0.005 0.001
H 3.2268 4.7825 2.0833 0.096 0.117 0.048
H -0.6829 -0.6898 -2.0904 -0.025 0.058 -0.184
H 2.2618 -3.7161 -2.1638 -0.019 -0.018 0.005
H 1.3595 -4.0155 -3.6699 0.037 0.004 0.071
H 0.9113 -4.8793 -2.1748 0.081 0.106 -0.078
H 1.8505 -4.7029 1.9393 0.064 -0.001 -0.137
H 2.5708 -5.4512 0.4925 0.041 0.046 0.023
H 2.8934 -3.7400 0.8595 -0.014 0.013 0.004
```
Positions in Å, forces in eV/Å.

The HOMO energy comes out at -7.9 eV. The value obtained for the frontier orbital gap is 8.1 eV. The structure (SMILES) is COc1cc([C@H](C(=O)NC(C)(C)C)N(Cc2ccc3c(c2)OCO3)C(=O)c2cnccn2)cc(OC)c1OC. The total charge is 0. Its spin multiplicity is 1.